# C11H9F6N2O8ReS3

A molecular structure, C11H9F6N2O8ReS3 (ωB97M-V/def2-TZVPD, the OMol25 dataset).

CARTESIAN COORDINATES (ANGSTROEM)
O: -0.2246 -1.6215 1.0780
C: 0.6324 1.9951 -1.4592
C: -1.2861 3.3799 -2.0601
O: -2.9744 -0.8536 -2.9029
O: 2.6926 0.0019 -2.1765
H: -0.2337 3.5053 -0.1968
O: -0.7040 1.0820 1.5233
Re: -0.0792 0.0189 -0.3431
C: 0.5692 1.4010 -2.7497
H: 1.5679 1.9261 -0.9040
F: 3.1049 -1.9495 2.9305
H: -1.9867 5.4026 -2.1091
H: -0.4250 1.2846 -4.6361
C: -0.3740 1.7743 -3.6721
H: -0.9009 -2.5995 -1.9665
N: 0.3976 -0.9619 -1.9007
O: -1.7827 0.0528 -1.2069
S: -0.1094 1.0956 2.8812
C: 1.3766 2.2566 2.7883
H: -2.0396 3.0649 -4.0373
C: -1.2853 2.7712 -3.3166
C: -0.2971 3.0083 -1.1563
C: 2.0188 -2.5063 2.4517
H: -3.2686 4.1961 -2.1532
H: -2.4207 4.5288 -0.6402
N: 0.5512 -0.3500 3.1677
F: 1.1080 3.3150 3.5173
S: 1.4805 -0.1096 -2.9139
S: 0.9171 -1.1100 1.8845
C: -1.9792 -0.7882 -2.2734
F: 2.2801 -3.2298 1.3869
C: -2.2994 4.4331 -1.7175
O: 1.3943 -0.6149 -4.2393
F: 1.5570 2.6233 1.5167
H: -0.5689 -1.8839 -3.5541
F: 1.3889 -3.2026 3.3623
F: 2.4578 1.6490 3.2294
O: 1.6785 -0.2812 0.8914
O: -0.9193 1.5356 3.9465
C: -0.7165 -1.6627 -2.4990

Computed properties:
- Energy: -81843.468 eV
- Charge: +1
- Max |F|: 0.53 eV Å⁻¹
- ΔE to the lowest compared entry with this formula, charge and spin: 0.000 eV
- Gap between HOMO and LUMO (spin up / spin down): 7.3 / 7.5 eV
- Spin multiplicity: 2

Here are the natural (NBO) charges for atoms 1 to 6, given in e: -0.861, -0.382, -0.009, -0.469, -0.882, 0.241